# 1
Here is 9 unconnected molecules or ions with the total composition C40H106N8O13 from the Open Molecules 2025 dataset. Energies are from ωB97M-V/def2-TZVPD.

The geometry in ORCA input format:
```
! wB97M-V def2-TZVPD RIJCOSX def2/J DEFGRID3
* xyz -1 2
C 7.272 0.981 -1.298
C 6.757 1.507 -2.695
C 5.519 2.374 -2.803
O 4.351 1.537 -2.500
C 3.195 2.265 -2.484
N 7.902 2.021 -3.397
H 8.224 0.458 -1.210
H 6.517 0.409 -0.759
H 7.332 1.852 -0.645
H 6.455 0.593 -3.205
H 5.412 2.618 -3.860
H 5.513 3.310 -2.245
H 2.333 1.706 -2.120
H 3.074 2.566 -3.524
H 3.226 3.077 -1.758
H 7.861 1.965 -4.405
H 8.681 1.380 -3.345
C 4.053 -2.713 2.251
C 4.168 -1.762 3.401
C 5.118 -0.504 3.121
O 6.494 -0.835 2.976
C 7.145 -1.370 4.081
N 2.877 -1.249 3.760
H 4.928 -3.348 2.109
H 3.970 -2.033 1.402
H 3.183 -3.369 2.238
H 4.588 -2.256 4.277
H 5.172 0.267 3.889
H 4.806 -0.025 2.193
H 6.750 -1.164 5.076
H 8.215 -1.166 4.091
H 7.241 -2.453 4.009
H 2.198 -1.949 4.024
H 2.902 -0.535 4.474
C -2.421 3.351 -1.258
C -3.550 2.315 -1.277
C -4.798 2.781 -0.462
O -5.810 1.829 -0.328
C -7.114 2.386 -0.103
N -3.932 2.171 -2.691
H -2.590 4.239 -1.866
H -1.476 2.924 -1.595
H -2.285 3.667 -0.224
H -3.335 1.291 -0.972
H -5.193 3.638 -1.008
H -4.596 3.250 0.501
H -7.376 3.077 -0.904
H -7.080 3.044 0.765
H -7.885 1.635 0.068
H -4.661 1.479 -2.792
H -4.187 3.096 -3.006
C -2.047 4.698 5.094
C -1.331 5.867 4.265
C -0.713 5.279 2.956
O 0.044 4.107 3.404
C 0.443 3.303 2.339
N -2.381 6.838 3.928
H -2.701 4.122 4.439
H -2.658 5.052 5.924
H -1.466 3.938 5.616
H -0.557 6.229 4.941
H -0.107 5.999 2.407
H -1.504 5.011 2.255
H 0.865 3.947 1.568
H -0.289 2.640 1.877
H 1.201 2.600 2.686
H -1.822 7.472 3.375
H -3.088 6.448 3.322
C 0.651 0.555 -5.233
C -0.399 1.477 -4.584
C -1.506 1.963 -5.483
O -0.811 2.563 -6.642
C -1.767 3.192 -7.460
N -1.005 0.754 -3.513
H 1.159 1.143 -5.997
H 0.361 -0.357 -5.755
H 1.420 0.247 -4.524
H 0.065 2.403 -4.243
H -2.056 2.762 -4.986
H -2.191 1.178 -5.802
H -2.397 4.016 -7.124
H -2.515 2.470 -7.786
H -1.284 3.469 -8.397
H -1.583 0.034 -3.922
H -1.710 1.370 -3.134
C 0.995 -0.799 0.878
C 0.189 0.029 -0.210
O 0.584 -0.346 -1.556
O 0.846 -0.194 2.212
H 2.047 -0.839 0.596
H 0.624 -1.822 0.942
H 0.267 1.106 -0.058
H -0.891 -0.091 -0.290
H -0.001 0.170 -2.117
H 1.625 -0.425 2.722
C -4.971 1.803 2.955
O -3.707 1.972 2.329
C -2.771 0.900 2.463
C -2.137 0.836 3.847
N -1.241 -0.294 4.032
C -0.779 -0.454 5.390
C -0.549 -1.946 5.612
O 0.684 -2.374 4.985
C 0.882 -3.818 5.184
H -5.472 0.854 2.764
H -5.705 2.508 2.567
H -4.984 1.953 4.035
H -1.978 1.097 1.742
H -3.245 -0.047 2.206
H -3.027 0.718 4.464
H -1.665 1.780 4.117
H -0.472 -0.179 3.387
H -1.511 -0.009 6.065
H 0.111 0.164 5.505
H -1.393 -2.511 5.217
H -0.485 -2.037 6.697
H 0.181 -4.425 4.612
H 0.756 -4.122 6.223
H 1.900 -4.157 4.990
C 7.269 -2.666 0.041
O 6.292 -3.459 -0.459
C 6.350 -3.475 -1.915
C 5.190 -4.303 -2.381
N 3.936 -3.731 -1.847
C 3.450 -2.362 -2.291
C 3.190 -2.373 -3.825
O 2.211 -3.314 -4.224
C 0.845 -3.106 -3.808
H 7.269 -2.811 1.121
H 7.127 -1.613 -0.201
H 8.252 -2.933 -0.347
H 7.323 -3.829 -2.256
H 6.164 -2.447 -2.228
H 5.275 -5.332 -2.030
H 5.099 -4.437 -3.459
H 4.191 -3.638 -0.874
H 4.188 -1.610 -2.010
H 2.571 -2.054 -1.726
H 4.123 -2.558 -4.358
H 2.887 -1.357 -4.079
H 0.348 -3.869 -4.407
H 0.490 -2.103 -4.046
H 0.751 -3.363 -2.753
C -2.181 -2.570 0.288
O -3.532 -2.769 0.327
C -4.287 -1.709 -0.241
C -5.793 -1.875 0.231
N -6.641 -2.387 -0.858
C -6.354 -3.752 -1.294
C -7.413 -4.280 -2.257
O -8.748 -4.079 -1.744
C -9.064 -4.629 -0.527
H -1.769 -2.493 -0.719
H -1.598 -3.403 0.680
H -1.863 -1.702 0.865
H -4.256 -1.697 -1.331
H -3.951 -0.725 0.086
H -6.214 -0.932 0.580
H -5.908 -2.470 1.137
H -7.624 -2.249 -0.675
H -6.360 -4.383 -0.406
H -5.361 -3.755 -1.745
H -7.260 -5.358 -2.322
H -7.247 -3.833 -3.237
H -9.113 -5.709 -0.662
H -10.062 -4.216 -0.378
H -8.362 -4.403 0.276
*
```

Output
LUMO energy (alpha / beta)   1.975 / 1.913 eV
Gap between HOMO and LUMO (alpha / beta)   0.0453 / 0.3112 hartree

---

# 2
Here is a molecular structure, C17H35HgO9S4 from the Open Molecules 2025 dataset. Energies are from ωB97M-V/def2-TZVPD.

The geometry in ORCA input format:
```
! wB97M-V def2-TZVPD RIJCOSX def2/J DEFGRID3
* xyz 1 1
Hg -1.631 3.662 1.871
C 0.766 1.398 0.701
O -0.484 1.855 1.073
H 1.433 2.237 0.474
H 1.242 0.810 1.499
H 0.857 0.700 -0.143
C 3.465 -2.674 -0.401
C 4.987 -2.620 -0.313
C 5.342 -2.426 1.161
S 4.151 -1.159 1.717
O 4.780 0.152 1.663
O 3.549 -1.700 2.953
C 2.999 -1.396 0.286
H 3.114 -3.571 0.111
H 3.029 -2.583 -1.395
H 5.311 -1.792 -0.955
H 5.587 -3.415 -0.757
H 6.351 -2.180 1.483
H 5.076 -3.350 1.678
H 3.251 -0.454 -0.204
H 1.997 -1.328 0.706
C -2.868 -2.014 -1.001
C -1.467 -1.584 -0.455
C -0.441 -1.794 -1.569
S -1.309 -1.745 -3.199
O -1.235 -3.029 -3.818
O -0.922 -0.539 -3.885
C -2.988 -1.600 -2.471
H -3.643 -1.600 -0.356
H -3.034 -3.090 -0.923
H -1.204 -2.142 0.443
H -1.460 -0.526 -0.180
H -0.044 -2.811 -1.567
H 0.403 -1.107 -1.597
H -3.740 -2.052 -3.110
H -3.175 -0.523 -2.430
C -0.995 2.858 -3.862
C -1.705 4.229 -3.946
C -2.913 4.319 -3.017
S -2.600 3.101 -1.743
O -3.608 2.074 -1.853
O -2.367 3.757 -0.444
C -0.955 2.533 -2.368
H 0.026 3.068 -4.178
H -1.424 2.054 -4.456
H -1.974 4.377 -4.992
H -1.056 5.069 -3.696
H -3.872 4.085 -3.480
H -3.093 5.297 -2.572
H -0.458 1.662 -1.945
H -0.240 3.265 -1.967
C -0.486 -1.522 3.215
C 0.280 -1.032 4.452
C 0.078 0.492 4.457
S -1.694 0.684 4.176
O -2.047 1.977 3.569
O -2.310 0.309 5.426
C -1.755 -0.691 2.979
H -0.767 -2.575 3.227
H 0.093 -1.396 2.299
H 1.340 -1.275 4.369
H -0.049 -1.514 5.371
H 0.515 0.955 3.566
H 0.380 1.097 5.308
H -1.633 -0.150 2.037
H -2.756 -1.116 2.982
*
```

Output
Energy relative to the best compared isomer or geometry (same formula, charge and spin)   1.4230 eV
LUMO energy   -6.914 eV
Gap between HOMO and LUMO   0.2018 hartree

---

# 3
Here is a molecular structure, C25H27AsCuN2O2S2 from the Open Molecules 2025 dataset. Energies are from ωB97M-V/def2-TZVPD.

The geometry in ORCA input format:
```
! wB97M-V def2-TZVPD RIJCOSX def2/J DEFGRID3
* xyz -2 2
Cu -0.482 0.027 1.227
C 3.628 2.235 0.300
C 2.134 1.785 0.350
N 1.765 0.828 1.038
N 2.687 0.087 1.716
C 2.023 -0.880 2.313
S 0.435 -1.641 2.391
S 3.183 -1.850 3.431
C 3.116 -0.861 4.981
C 3.732 0.422 4.471
C 3.174 1.613 4.276
C 3.780 2.767 3.799
C 5.143 2.755 3.507
C 5.818 1.595 3.628
C 5.325 0.421 4.016
C 1.217 2.531 -0.461
C 1.716 3.533 -1.355
C 1.242 3.852 -2.619
C 0.136 2.998 -3.136
C -0.447 2.211 -2.226
C 0.001 1.918 -0.934
O -0.751 1.113 -0.330
H 4.108 1.970 1.155
H 3.892 3.324 0.342
H 4.059 1.950 -0.671
H 3.555 -1.710 5.610
H 1.798 -1.396 5.203
H 1.972 1.876 4.261
H 3.158 3.493 3.687
H 5.854 3.497 3.147
H 6.731 1.433 2.967
H 5.666 -0.543 4.082
H 2.690 3.996 -1.154
H 1.789 4.445 -3.257
H -0.307 3.097 -4.095
H -1.398 1.627 -2.598
C -0.761 -1.661 -1.364
As -2.231 -3.033 -0.670
C -2.225 -4.090 -2.490
C -3.930 -2.249 -0.757
C -5.088 -2.210 -1.636
C -5.279 -2.291 -3.049
C -6.527 -2.103 -3.784
C -7.705 -1.746 -3.092
C -7.529 -1.613 -1.717
C -6.306 -1.883 -0.993
H -0.873 -1.326 -2.445
H 0.406 -1.588 -1.054
H -1.135 -0.803 -0.775
H -3.505 -3.271 -2.608
H -2.305 -5.161 -2.270
H -1.441 -3.571 -2.910
H -4.370 -1.992 0.250
H -1.997 -4.021 0.423
H -4.570 -2.590 -3.876
H -0.303 -0.917 -4.477
H -8.871 -1.553 -3.418
H -8.500 -1.378 -1.233
H -6.659 -2.126 0.138
O -0.434 -1.346 -5.253
*
```

Output
LUMO energy (alpha / beta)   3.897 / 3.854 eV
Gap between HOMO and LUMO (alpha / beta)   0.1634 / 0.1618 hartree

---

One value per record, in order, for max |F|: 3.38; 2.83; 7.85 eV/Å.